No. 1
{"formula": "C21H16N4OS2Yb", "method": "ωB97M-V with the def2-TZVPD basis set", "symbols": ["Yb", "N", "C", "C", "C", "C", "C", "C", "N", "C", "C", "C", "S", "C", "N", "H", "H", "H", "H", "H", "H", "H", "S", "C", "C", "C", "C", "C", "C", "C", "C", "C", "N", "H", "H", "H", "H", "H", "H", "C", "C", "O", "H", "H", "H"], "positions_angstrom": [[-0.201, 0.143, -0.877], [-2.350, -0.134, 3.068], [-1.166, -0.124, 3.758], [-0.876, -0.306, 5.101], [0.452, -0.234, 5.464], [1.454, 0.008, 4.517], [1.166, 0.184, 3.181], [-0.169, 0.124, 2.787], [-0.768, 0.267, 1.550], [-2.068, 0.098, 1.762], [-3.069, 0.111, 0.717], [-4.372, -0.308, 0.812], [-5.169, -0.155, -0.691], [-3.719, 0.466, -1.362], [-2.714, 0.539, -0.540], [-3.260, -0.284, 3.471], [-1.658, -0.491, 5.820], [0.726, -0.363, 6.498], [2.480, 0.061, 4.850], [1.955, 0.359, 2.467], [-4.887, -0.709, 1.662], [-3.665, 0.764, -2.393], [1.719, 1.296, -5.064], [0.073, 1.099, -5.449], [-0.708, 0.859, -4.354], [-0.008, 0.820, -3.114], [1.347, 1.025, -3.364], [2.415, 1.057, -2.395], [3.754, 1.191, -2.801], [4.761, 1.231, -1.866], [4.427, 1.156, -0.515], [3.092, 1.046, -0.185], [2.093, 0.975, -1.075], [-0.241, 1.168, -6.471], [-1.775, 0.714, -4.455], [3.972, 1.260, -3.856], [5.791, 1.335, -2.172], [5.183, 1.194, 0.255], [2.791, 1.038, 0.857], [-1.407, -3.431, -1.027], [-0.977, -1.978, -1.072], [0.154, -1.737, -0.576], [-0.558, -4.112, -1.112], [-2.164, -3.656, -1.773], [-1.854, -3.566, -0.039]], "homo_lumo_gap_ev": [7.3, 7.3], "s2": 0.75, "total_charge": 1, "de_lowest_kj_mol": 74.4, "energy_ha": -3059.01832, "e_lumo_ha": [-0.1171, -0.1172], "largest_force_ha_per_bohr": 0.089, "spin_multiplicity": 2}

***

No. 2
{"formula": "C21H16N5S3Tc", "method": "ωB97M-V with the def2-TZVPD basis set", "symbols": ["Tc", "N", "C", "S", "N", "N", "C", "C", "C", "C", "C", "C", "N", "H", "H", "H", "H", "H", "H", "H", "S", "C", "N", "C", "C", "C", "C", "C", "C", "S", "H", "H", "H", "H", "C", "C", "C", "C", "C", "C", "C", "H", "H", "H", "H", "H"], "positions_angstrom": [[-0.733, 0.421, 0.449], [0.860, 1.820, -3.440], [0.610, 1.232, -2.207], [-0.079, 2.249, -0.960], [0.974, 0.007, -2.027], [0.698, -0.424, -0.731], [1.635, -1.214, -0.178], [1.635, -1.270, 1.217], [2.549, -1.729, 2.148], [2.382, -1.372, 3.515], [1.374, -0.602, 3.996], [0.328, -0.077, 3.088], [0.512, -0.537, 1.696], [0.166, 2.504, -3.698], [1.036, 1.136, -4.163], [2.438, -1.602, -0.791], [3.417, -2.285, 1.825], [3.118, -1.743, 4.220], [1.279, -0.404, 5.055], [-0.702, -0.177, 3.424], [-2.860, 0.740, 1.776], [-3.095, 1.035, 0.114], [-2.498, 0.310, -0.820], [-2.757, 0.791, -2.097], [-2.254, 0.240, -3.270], [-2.598, 0.822, -4.477], [-3.436, 1.937, -4.524], [-3.943, 2.489, -3.358], [-3.595, 1.906, -2.148], [-4.026, 2.381, -0.532], [-1.583, -0.607, -3.212], [-2.207, 0.411, -5.400], [-3.693, 2.378, -5.479], [-4.587, 3.359, -3.390], [0.601, 0.927, 1.994], [1.877, 1.681, 1.997], [2.193, 2.411, 3.143], [3.324, 3.208, 3.199], [4.174, 3.281, 2.103], [3.872, 2.559, 0.958], [2.730, 1.773, 0.899], [1.533, 2.344, 4.000], [3.545, 3.769, 4.099], [5.062, 3.901, 2.141], [4.521, 2.618, 0.093], [2.494, 1.241, -0.010]], "homo_lumo_gap_ev": [5.2, 5.9], "s2": 1.18, "total_charge": -1, "de_lowest_kj_mol": 217.6, "energy_ha": -2359.01113, "e_lumo_ha": [0.0986, 0.0985], "largest_force_ha_per_bohr": 0.015, "spin_multiplicity": 2}